Record 1
{
  "formula": "B4CaF12H4NO3",
  "method": "the ωB97M-V functional and the def2-TZVPD basis",
  "de_lowest_kj_mol": 0.0,
  "total_charge": -3,
  "max_force_ha_per_bohr": 0.051,
  "e_tot_ha": -2258.99335,
  "symbols": ["Ca", "N", "O", "O", "O", "B", "H", "H", "H", "H", "B", "F", "F", "F", "F", "B", "F", "F", "F", "F", "B", "F", "F", "F", "F"],
  "positions_angstrom": [[0.112, -0.283, -0.183], [-0.678, -3.719, -0.438], [-0.297, -2.514, -0.231], [0.060, -4.640, -0.016], [-1.767, -3.938, -0.987], [2.472, -0.335, -0.737], [1.950, 0.395, -1.428], [2.013, -1.361, -0.838], [3.604, -0.280, -0.985], [2.184, -0.079, 0.320], [-0.743, -0.542, 2.493], [-0.771, 0.656, 3.196], [-1.066, -1.609, 3.356], [-1.614, -0.484, 1.398], [0.563, -0.617, 2.002], [0.187, 2.986, 1.078], [0.616, 4.029, 0.198], [0.672, 1.740, 0.633], [0.813, 3.246, 2.338], [-1.192, 3.029, 1.161], [-1.444, 0.846, -2.492], [-1.761, 0.451, -1.154], [-2.541, 1.304, -3.226], [-0.587, 1.952, -2.363], [-0.784, -0.232, -3.096]],
  "atomic_forces_ev_per_a": [[-0.053, -0.179, -0.457], [0.640, 0.847, 0.982], [-0.610, -1.529, -0.538], [-0.621, 0.242, -0.552], [0.425, -0.111, -0.007], [1.464, -0.014, -0.422], [-1.206, 1.478, -1.490], [-0.613, -2.446, -0.784], [1.505, -0.146, -0.077], [0.346, 0.885, 2.265], [-0.172, 0.615, 1.642], [-0.614, 0.187, 0.473], [0.080, 0.008, -0.352], [-0.391, -0.173, -0.141], [0.650, -1.003, -0.020], [0.775, 1.335, 0.478], [-0.021, -0.364, 0.035], [-0.389, 0.334, -0.163], [-0.376, -0.031, -0.225], [-0.178, -0.225, 0.104], [0.569, 1.211, -0.116], [-0.842, -0.015, -0.507], [-0.512, -0.660, 0.011], [0.343, -0.250, -0.083], [-0.198, 0.006, -0.057]]
}

Record 2
{
  "formula": "B9F36Zn2",
  "method": "the ωB97M-V functional and the def2-TZVPD basis",
  "de_lowest_kj_mol": 0.0,
  "total_charge": -5,
  "max_force_ha_per_bohr": 0.072,
  "e_tot_ha": -7379.36711,
  "symbols": ["Zn", "Zn", "B", "F", "F", "F", "F", "B", "F", "F", "F", "F", "B", "F", "F", "F", "F", "B", "F", "F", "F", "F", "B", "F", "F", "F", "F", "B", "F", "F", "F", "F", "B", "F", "F", "F", "F", "B", "F", "F", "F", "F", "B", "F", "F", "F", "F"],
  "positions_angstrom": [[3.215, 1.350, -0.661], [-1.942, -0.488, -0.795], [-1.640, -3.099, 1.480], [-2.252, -4.279, 1.022], [-0.304, -3.327, 1.530], [-1.956, -2.032, 0.666], [-2.077, -2.796, 2.770], [0.541, -0.281, -0.300], [1.551, 0.334, -1.049], [0.945, -0.786, 0.893], [-0.490, 0.632, -0.116], [-0.044, -1.266, -1.038], [-2.841, 1.644, 1.368], [-3.011, 0.480, 0.646], [-2.440, 2.695, 0.531], [-3.951, 1.956, 2.128], [-1.778, 1.681, 2.243], [0.250, -0.878, 4.926], [-0.096, -2.234, 4.573], [-0.697, -0.353, 5.785], [1.531, -0.857, 5.535], [0.446, -0.171, 3.748], [2.833, 2.532, -3.030], [2.625, 2.935, -1.699], [1.752, 2.780, -3.823], [3.892, 3.274, -3.579], [3.201, 1.179, -3.023], [4.695, -1.672, -1.025], [3.591, -2.369, -1.489], [4.948, -1.975, 0.292], [5.808, -1.917, -1.852], [4.377, -0.314, -1.127], [-2.298, 0.937, -2.989], [-1.569, 2.110, -3.115], [-1.428, -0.145, -2.977], [-3.001, 0.928, -1.787], [-3.194, 0.838, -4.062], [1.638, 3.005, 1.810], [2.037, 2.213, 0.696], [1.766, 2.130, 2.843], [2.577, 4.050, 1.972], [0.343, 3.526, 1.782], [-3.531, -2.426, -1.965], [-4.091, -2.261, -3.227], [-3.880, -3.594, -1.321], [-2.153, -2.296, -2.077], [-3.900, -1.394, -1.114]],
  "atomic_forces_ev_per_a": [[-1.522, -1.361, 0.081], [-1.132, -1.351, 0.558], [0.082, -0.925, 1.897], [-0.658, -0.487, -0.312], [1.569, -0.229, -0.426], [-0.473, 1.342, -1.331], [-0.812, -0.160, 0.133], [-0.172, -1.036, 2.487], [1.440, 0.523, -0.797], [0.953, 0.521, -0.266], [-0.060, 1.815, 0.212], [0.183, -1.500, -1.555], [2.450, 2.461, 1.327], [-0.642, -1.058, 0.035], [-1.350, 0.679, -1.696], [-1.852, 0.020, -0.081], [0.556, -1.628, 1.104], [0.745, -1.086, -2.292], [0.298, 0.614, 1.034], [-0.570, 0.382, 0.736], [0.582, -0.362, 1.294], [-0.708, 0.249, 0.251], [0.001, 0.393, -2.663], [0.291, 0.308, 0.862], [-0.623, -0.130, 0.140], [0.845, 0.307, 0.333], [0.182, -0.061, 0.707], [-0.664, -2.284, -0.244], [0.227, -0.146, -0.148], [0.570, 0.028, 0.415], [0.349, 0.134, 0.057], [-0.236, 3.133, 0.281], [0.147, 1.105, -1.523], [0.061, 0.375, -0.032], [0.405, -0.196, -0.051], [-0.488, 0.358, 0.177], [-0.296, -0.063, -0.270], [-1.410, 0.526, 2.732], [0.725, -0.405, -2.076], [0.349, -0.207, 0.880], [0.503, 0.501, -0.592], [1.131, -0.055, -0.949], [0.049, -0.453, 0.314], [-0.613, -0.343, -0.454], [-0.437, -0.898, -0.593], [0.881, -0.600, -0.218], [-0.854, 1.248, 0.520]]
}

Record 3
{
  "formula": "BBrH3OP",
  "method": "the ωB97M-V functional and the def2-TZVPD basis",
  "smiles": "O=[PH2]BBr",
  "total_charge": 0,
  "max_force_ha_per_bohr": 0.036,
  "e_tot_ha": -3017.25094,
  "symbols": ["O", "P", "B", "Br", "H", "H", "H"],
  "positions_angstrom": [[-1.417, -1.196, 0.544], [-0.201, -0.313, 0.766], [0.429, 0.236, -0.982], [-0.351, 1.882, -1.692], [0.894, -0.960, 1.396], [-0.506, 0.832, 1.543], [1.153, -0.482, -1.575]],
  "atomic_forces_ev_per_a": [[1.243, 0.729, 0.150], [-1.527, -0.904, -0.474], [-0.638, 0.996, 0.130], [0.630, -1.158, 0.336], [-0.118, 0.300, 0.155], [0.429, -0.129, 0.012], [-0.020, 0.166, -0.309]]
}

Record 4
{
  "formula": "BCd3H20O16P2",
  "method": "the ωB97M-V functional and the def2-TZVPD basis",
  "de_lowest_kj_mol": 600.4,
  "total_charge": -1,
  "max_force_ha_per_bohr": 0.173,
  "e_tot_ha": -2426.70350,
  "symbols": ["Cd", "Cd", "Cd", "P", "O", "O", "O", "O", "P", "O", "O", "O", "O", "B", "H", "H", "H", "H", "O", "H", "H", "O", "H", "H", "O", "H", "H", "O", "H", "H", "O", "H", "H", "O", "H", "H", "O", "H", "H", "O", "H", "H"],
  "positions_angstrom": [[-8.963, -16.509, 7.674], [-6.334, -13.874, 8.876], [-11.437, -14.661, 8.562], [-11.533, -17.118, 7.650], [-10.751, -16.533, 8.758], [-10.365, -17.497, 6.695], [-12.387, -15.829, 7.318], [-12.168, -18.506, 7.820], [-8.865, -14.073, 8.565], [-9.668, -14.702, 7.437], [-9.889, -14.085, 9.644], [-7.979, -12.920, 8.318], [-7.776, -15.184, 8.686], [-5.197, -11.980, 9.247], [-4.625, -11.075, 9.381], [-4.589, -12.812, 9.565], [-6.038, -11.946, 9.922], [-5.535, -12.023, 8.223], [-7.274, -10.788, 7.121], [-7.796, -11.567, 7.316], [-6.448, -10.931, 7.583], [-5.702, -13.938, 6.896], [-4.915, -14.369, 6.563], [-6.088, -13.516, 6.129], [-7.710, -18.042, 8.470], [-7.866, -18.685, 9.162], [-6.827, -18.237, 8.156], [-6.723, -14.010, 11.124], [-7.599, -13.923, 11.501], [-6.206, -14.428, 11.813], [-10.099, -17.081, 11.265], [-9.607, -16.438, 11.775], [-10.194, -16.679, 10.401], [-9.664, -14.454, 4.729], [-9.924, -14.659, 5.627], [-10.113, -15.108, 4.194], [-8.417, -11.299, 10.451], [-7.858, -11.309, 9.674], [-8.789, -12.180, 10.491], [-9.495, -14.367, 12.012], [-9.696, -14.277, 11.081], [-10.242, -13.969, 12.458]],
  "atomic_forces_ev_per_a": [[3.028, -4.713, -1.746], [5.952, 0.618, 3.236], [-4.779, 3.307, 0.681], [-3.627, -7.237, -3.647], [1.860, -1.249, 6.814], [-0.500, 0.080, -3.151], [-2.075, -1.488, -2.194], [-0.800, 2.844, 0.628], [0.963, -1.499, -2.531], [-0.336, 5.632, -3.451], [0.557, 2.536, 3.333], [-3.412, 3.528, -0.961], [-0.334, -2.101, 2.061], [-0.035, 1.035, 0.061], [2.219, 3.057, 0.505], [2.930, -3.667, 1.023], [-2.937, 0.571, 2.414], [-0.573, -0.010, -3.598], [-0.083, 1.114, -0.987], [-0.144, -0.149, 0.176], [0.176, 0.017, 0.197], [1.113, -0.899, -2.549], [0.325, -0.114, -0.052], [-0.548, 0.443, -0.176], [1.435, -1.323, 0.524], [-0.518, -0.142, 0.353], [0.248, 0.010, -0.175], [0.459, -0.315, 0.638], [-0.875, 0.039, 0.398], [0.210, -0.077, 0.119], [0.378, -0.562, 0.823], [0.036, 0.272, 0.265], [-0.426, -0.162, -0.715], [0.279, 0.216, -0.695], [-0.070, -0.008, 0.534], [-0.128, -0.187, -0.089], [-0.408, 0.511, 0.779], [0.134, 0.041, -0.236], [-0.166, -0.017, -0.029], [0.778, -0.046, 2.087], [-0.281, 0.011, -0.981], [-0.027, 0.084, 0.311]]
}

Record 5
{
  "formula": "BCd3H30O21P2",
  "method": "the ωB97M-V functional and the def2-TZVPD basis",
  "de_lowest_kj_mol": 547.3,
  "total_charge": -1,
  "max_force_ha_per_bohr": 0.167,
  "e_tot_ha": -2808.86031,
  "symbols": ["Cd", "Cd", "Cd", "P", "O", "O", "O", "O", "P", "O", "O", "O", "O", "B", "H", "H", "H", "H", "O", "H", "H", "O", "H", "H", "O", "H", "H", "O", "H", "H", "O", "H", "H", "O", "H", "H", "O", "H", "H", "O", "H", "H", "O", "H", "H", "O", "H", "H", "O", "H", "H", "O", "H", "H", "O", "H", "H"],
  "positions_angstrom": [[-0.715, 1.374, 1.709], [-1.623, -1.511, -0.669], [2.058, 1.947, 0.414], [1.159, 3.052, 2.652], [1.276, 1.569, 2.227], [-0.352, 3.157, 2.773], [1.639, 3.608, 1.331], [1.675, 3.579, 4.016], [0.220, 0.208, -0.507], [0.042, 1.670, -0.042], [1.762, 0.122, -0.363], [-0.517, -0.383, -1.806], [-0.652, -0.332, 0.669], [-2.759, -2.441, 0.989], [-3.196, -1.504, 1.296], [-1.688, -2.368, 0.885], [-3.020, -3.172, 1.739], [-3.188, -2.625, 0.016], [4.076, 1.598, 0.712], [4.368, 0.753, 1.054], [4.838, 2.171, 0.805], [0.365, -1.745, -4.031], [-0.050, -1.223, -3.344], [1.159, -2.090, -3.624], [-0.352, -2.300, 3.218], [0.597, -2.332, 3.097], [-0.710, -2.360, 2.332], [-3.295, -0.329, -0.737], [-3.506, 0.446, -1.258], [-4.097, -0.516, -0.249], [2.561, 2.923, -1.422], [3.151, 3.469, -1.942], [1.846, 2.706, -2.020], [-1.069, 0.199, 3.385], [-0.777, -0.706, 3.493], [-1.207, 0.514, 4.278], [-0.991, 3.724, -1.517], [-0.601, 2.854, -1.429], [-0.651, 4.216, -0.770], [1.063, 1.233, -3.692], [0.214, 1.124, -3.265], [1.592, 0.506, -3.364], [-2.754, 1.423, 1.361], [-3.312, 0.644, 1.369], [-3.364, 2.156, 1.445], [2.128, -1.596, 1.727], [2.224, -2.421, 1.251], [1.978, -0.941, 1.044], [-0.189, -3.212, -0.869], [0.762, -3.158, -0.777], [-0.347, -4.090, -1.217], [3.640, -0.950, -1.653], [4.215, -0.195, -1.530], [2.781, -0.649, -1.356], [-2.550, -2.475, -2.339], [-3.413, -2.116, -2.545], [-2.441, -3.204, -2.950]],
  "atomic_forces_ev_per_a": [[-2.229, 3.012, 5.380], [-1.728, -3.919, 0.385], [2.902, 1.406, -1.031], [-0.407, 2.508, 5.474], [2.690, -3.718, 4.114], [-2.835, 1.421, 0.018], [0.790, 5.828, -0.013], [0.899, -1.095, -2.494], [-0.779, 1.578, 0.709], [-0.812, 1.436, -8.417], [-1.681, -4.654, -2.480], [4.353, 3.783, -0.835], [2.610, -3.624, -1.065], [-1.185, -0.917, 1.304], [-1.393, 3.656, 1.568], [3.675, -0.629, 1.339], [-0.844, -2.930, 2.346], [-2.272, -1.668, -3.356], [3.015, -0.716, 0.038], [-0.104, -0.459, 0.293], [0.057, 0.458, 0.124], [0.073, -0.673, -0.802], [-0.213, 0.407, 0.644], [0.235, -0.040, 0.081], [-0.070, -0.563, 0.735], [0.522, 0.345, -0.189], [-0.338, 0.002, -0.453], [-3.016, 2.103, -1.103], [0.293, 0.587, -0.290], [-0.160, -0.530, 0.435], [0.674, 0.768, -1.736], [0.212, 0.237, -0.001], [-0.474, -0.150, -0.602], [-1.265, -0.579, 2.340], [0.429, -1.136, -0.220], [0.091, 0.538, 0.111], [-0.534, 0.559, -0.924], [0.160, -0.309, 0.632], [0.242, -0.030, 0.433], [0.365, 0.868, -0.090], [-0.360, -0.259, 0.127], [0.120, -0.341, 0.017], [-3.106, 0.432, -0.574], [0.164, -0.613, 0.218], [0.062, 0.549, 0.170], [0.236, -0.901, 0.885], [0.220, -0.180, -0.131], [-0.173, 0.698, -0.425], [0.995, -1.192, -0.256], [0.401, 0.220, 0.052], [-0.183, -0.302, -0.058], [1.192, -0.960, -0.972], [0.048, 0.192, 0.019], [-0.630, 0.474, 0.627], [-0.943, -0.969, -1.922], [-0.329, 0.197, 0.071], [0.341, -0.208, -0.248]]
}

| no. | gap between HOMO and LUMO (eV) | HOMO (eV) |
| --- | --- | --- |
| 1 | 8.5015 | -0.778 |
| 2 | 6.6468 | 2.063 |
| 3 | 8.8214 | -9.967 |
| 4 | 6.2074 | -4.816 |
| 5 | 4.6884 | -3.347 |